(1)
10
Properties=species:S:1:pos:R:3:forces:R:3 method="wB97M-V/def2-TZVPD" largest_force_ev_per_a=6.10 gap_ev="7.165 / 6.581" e_homo_ev="-6.786 / -10.499" total_charge=0 spin_multiplicity=3
C -0.199 1.175 -0.608 2.305 -5.412 1.615
C 0.916 0.427 -0.741 -0.408 4.588 -2.820
C 0.435 -1.133 0.429 -3.959 0.767 3.216
O -1.476 0.500 1.770 1.133 -1.275 -2.653
O -2.163 -0.729 -0.349 0.910 0.635 0.931
S -1.131 -0.054 0.432 -0.379 0.349 0.026
Cl 2.439 0.595 -1.384 -0.114 -0.036 0.055
H -0.173 2.142 -0.882 -0.882 3.310 -0.657
H 0.363 -2.073 0.085 -0.259 -3.119 -1.286
H 0.988 -0.848 1.248 1.653 0.193 1.573

***

(2)
45
Properties=species:S:1:pos:R:3:forces:R:3 method="wB97M-V/def2-TZVPD" largest_force_ev_per_a=2.75 gap_ev="5.472 / 5.171" e_homo_ev="-5.625 / -8.975" total_charge=0 spin_multiplicity=5
F 1.596 -1.417 2.607 0.618 0.147 -0.073
B 1.261 -0.270 1.897 -1.341 -0.139 -0.070
F 1.536 0.929 2.559 0.545 -0.047 -0.096
F 1.625 -0.288 0.551 0.576 0.068 0.212
C -0.398 -0.310 1.831 -0.077 -2.107 0.304
C -1.237 0.783 1.670 -1.764 -0.258 -0.119
O -2.564 0.402 1.647 0.507 0.139 0.138
C -2.556 -0.970 1.832 1.205 0.160 -0.064
C -1.269 -1.451 1.941 0.386 1.476 -0.195
H -0.979 1.832 1.591 -0.381 -0.039 -0.076
H -3.486 -1.520 1.881 -0.186 0.524 -0.104
H -0.957 -2.476 2.086 -0.076 0.167 0.002
C -0.552 7.016 0.666 1.525 -0.482 0.396
C 0.277 5.957 0.121 1.490 0.789 2.023
C 0.065 4.764 0.918 0.491 1.240 0.857
C -0.899 5.084 1.957 2.044 1.117 1.221
C -1.280 6.479 1.804 1.268 -0.602 0.927
Fe -1.657 5.452 0.183 0.057 -0.036 -0.315
C -3.569 4.928 0.323 -1.888 -0.858 -1.807
C -3.406 6.107 -0.510 -0.533 -1.069 -0.470
C -2.481 5.792 -1.566 -1.584 -1.314 -1.524
C -2.072 4.383 -1.434 -1.463 1.141 0.321
C -1.038 3.725 -2.161 0.029 0.184 -0.400
C -1.010 2.331 -2.393 0.128 -0.719 -0.216
C 0.192 1.722 -2.855 -0.328 0.034 0.134
C 0.257 0.359 -3.088 -0.183 -0.095 -0.006
C -0.885 -0.441 -2.914 0.035 0.101 0.001
C -2.092 0.138 -2.493 0.261 0.021 -0.022
C -2.159 1.497 -2.223 0.316 0.192 0.037
C -2.758 3.874 -0.221 -1.171 0.407 -0.851
H -0.550 8.054 0.343 -0.212 -0.343 -0.046
H 1.020 6.071 -0.663 -0.399 -0.145 0.013
H 0.617 3.830 0.836 -0.349 0.148 -0.234
H -1.202 4.420 2.762 -0.074 0.104 -0.319
H -1.936 7.036 2.467 0.047 -0.162 -0.328
H -4.226 4.832 1.183 0.264 0.181 -0.140
H -3.940 7.045 -0.385 0.340 -0.174 0.094
H -2.186 6.414 -2.408 -0.034 0.070 0.443
H -0.254 4.360 -2.587 -0.198 -0.336 0.115
H 1.061 2.365 -2.999 -0.150 -0.255 0.025
H 1.198 -0.094 -3.411 -0.351 0.146 0.108
H -0.836 -1.510 -3.122 -0.002 0.283 0.077
H -2.992 -0.473 -2.390 0.307 0.141 -0.035
H -3.102 1.949 -1.912 0.259 -0.145 -0.169
H -2.694 2.840 0.096 0.048 0.345 0.232

***

(3)
5
Properties=species:S:1:pos:R:3:forces:R:3 method="wB97M-V/def2-TZVPD" largest_force_ev_per_a=2.92 gap_ev=8.734 e_homo_ev=-10.215 total_charge=0
C 0.435 -0.309 0.009 0.917 -0.304 -0.141
P 1.794 -1.238 -0.011 1.405 2.101 0.359
Cl 3.726 0.526 0.006 -2.240 -1.852 -0.233
H -0.504 -0.774 0.273 -0.187 -0.295 -0.206
H 0.391 0.737 -0.238 0.105 0.350 0.221

***

(4)
81
Properties=species:S:1:pos:R:3:forces:R:3 method="wB97M-V/def2-TZVPD" largest_force_ev_per_a=2.00 gap_ev=4.216 e_homo_ev=-14.545 total_charge=+3
Pd 0.415 0.272 0.497 1.316 0.408 -0.257
S 5.470 -3.005 0.526 0.345 0.887 -0.022
C 7.067 -3.566 0.555 0.560 0.516 0.014
C 7.991 -2.540 0.569 -0.282 -1.044 -0.006
C 7.400 -1.279 0.552 -0.982 0.221 0.018
C 6.015 -1.328 0.529 0.394 -1.153 0.006
C 5.078 -0.244 0.530 -0.287 0.772 0.052
C 3.680 -0.500 0.497 0.319 -0.411 -0.021
N 2.769 0.440 0.526 -1.998 0.107 -0.102
C 3.139 1.741 0.577 0.417 0.647 0.029
C 4.511 2.109 0.594 -0.683 -0.461 -0.024
C 4.867 3.493 0.637 -0.314 0.381 0.042
C 3.917 4.455 0.682 0.486 -0.272 -0.029
C 2.530 4.128 0.674 -0.334 -0.563 -0.009
C 1.547 5.121 0.717 -0.437 -0.446 -0.001
C 0.206 4.755 0.691 0.712 -0.719 -0.043
C -0.069 3.374 0.636 -0.465 0.624 0.005
N 0.829 2.419 0.604 -0.183 -1.528 0.037
C 2.138 2.762 0.618 0.640 0.235 0.015
C -0.886 5.690 0.699 -0.977 0.620 -0.024
C -0.858 7.062 0.684 0.237 -0.847 -0.010
C -2.133 7.656 0.658 -0.579 -0.042 0.005
C -3.149 6.753 0.658 0.230 0.030 -0.002
S -2.558 5.143 0.681 0.486 0.320 0.026
C 5.471 1.095 0.573 -0.397 -0.465 -0.053
H 7.266 -4.621 0.559 0.032 -0.163 0.006
H 9.051 -2.713 0.596 0.151 -0.030 -0.016
H 7.970 -0.369 0.566 0.094 0.213 -0.016
H 3.335 -1.527 0.443 -0.076 0.089 -0.008
H 5.913 3.755 0.637 0.109 0.023 0.011
H 4.192 5.496 0.718 0.073 0.171 0.005
H 1.845 6.156 0.770 0.031 0.130 -0.011
H -1.107 3.081 0.612 0.065 -0.149 -0.011
H 0.053 7.631 0.679 0.193 0.131 0.005
H -2.296 8.717 0.635 -0.050 0.210 0.015
H -4.205 6.934 0.645 -0.217 0.087 -0.007
H 6.516 1.368 0.592 0.075 -0.040 0.004
N -4.515 2.003 0.798 -0.298 0.269 0.022
C -4.076 1.271 2.016 0.509 -0.323 0.638
C -2.556 1.072 1.962 -0.214 0.146 0.353
N -2.118 0.374 0.751 1.349 -0.343 -0.249
C -2.658 0.983 -0.467 -0.335 0.116 -0.306
C -4.176 1.201 -0.408 0.445 -0.355 -0.672
H -4.038 2.921 0.754 -0.174 -0.117 0.012
H -5.527 2.188 0.833 0.215 0.000 -0.005
H -4.588 0.306 2.041 -0.107 0.158 -0.078
H -4.348 1.832 2.911 -0.037 0.039 -0.137
H -2.236 0.502 2.838 -0.093 0.102 -0.072
H -2.065 2.046 2.015 0.007 -0.058 0.021
H -2.413 -0.603 0.805 0.176 0.114 -0.048
H -2.422 0.341 -1.321 -0.098 0.119 0.089
H -2.160 1.942 -0.639 -0.050 -0.083 -0.005
H -4.698 0.243 -0.336 -0.080 0.160 0.067
H -4.515 1.717 -1.307 -0.033 0.036 0.126
C -2.675 -6.033 -3.799 -0.106 0.136 0.287
C -3.219 -5.718 -2.405 0.047 -0.807 -0.467
N -2.512 -4.649 -1.722 0.571 0.228 0.559
C -3.095 -3.331 -1.718 -0.019 0.240 -0.294
C -2.848 -2.587 -3.034 -0.104 -0.096 0.307
C -1.315 -4.986 -1.163 -0.690 0.016 -0.502
O -0.849 -6.097 -1.282 0.380 -0.148 0.230
C -0.599 -4.013 -0.258 0.369 0.281 0.273
C -0.107 -4.559 0.933 -0.045 0.220 -0.160
C 0.558 -3.745 1.834 0.057 0.177 -0.248
C 0.719 -2.405 1.520 0.267 -0.303 0.640
N 0.295 -1.890 0.364 0.273 1.609 0.755
C -0.317 -2.675 -0.523 -0.352 -0.262 -0.561
H -3.282 -6.820 -4.236 -0.029 -0.063 -0.123
H -1.651 -6.390 -3.726 0.046 0.016 -0.053
H -2.714 -5.161 -4.446 0.013 0.033 -0.149
H -3.091 -6.623 -1.803 -0.252 0.179 0.017
H -4.277 -5.455 -2.452 0.059 0.025 0.096
H -2.679 -2.765 -0.881 -0.177 -0.029 0.032
H -4.172 -3.432 -1.558 0.093 0.012 0.115
H -1.804 -2.659 -3.330 0.126 0.027 -0.078
H -3.120 -1.539 -2.937 -0.083 0.241 -0.047
H -3.450 -3.008 -3.832 -0.022 -0.043 -0.130
H -0.238 -5.616 1.120 -0.066 -0.032 -0.012
H 0.955 -4.150 2.751 0.033 0.062 0.138
H 1.221 -1.720 2.204 -0.120 -0.199 -0.097
H -0.542 -2.228 -1.484 -0.154 0.014 0.095

***

(5)
24
Properties=species:S:1:pos:R:3:forces:R:3 method="wB97M-V/def2-TZVPD" largest_force_ev_per_a=3.97 gap_ev=9.081 e_homo_ev=-8.236 total_charge=0
C -2.630 -0.132 -0.772 -2.720 0.566 2.201
C 2.446 0.758 -0.515 -1.118 1.458 2.366
C 2.293 -0.329 -2.765 -1.660 1.069 0.375
C -1.119 -0.250 3.105 -1.396 1.736 -2.156
C -2.261 0.263 0.641 -0.510 -1.972 2.176
C 1.871 -0.304 -1.343 -0.765 -1.184 0.062
N 1.063 -1.107 -0.780 1.915 2.858 1.982
O -0.912 -2.069 1.138 -0.273 -1.171 -0.510
S -0.684 -0.631 1.251 -1.588 2.294 2.175
H -3.730 -0.305 -0.757 0.698 0.046 -0.434
H -2.388 0.497 -1.580 0.595 0.986 -0.640
H -2.173 -1.042 -0.823 0.994 -2.850 -1.142
H 2.072 0.592 0.585 1.266 0.476 -2.045
H 3.492 0.943 -0.681 0.891 -0.774 0.481
H 2.131 1.771 -0.837 -0.695 -0.447 0.035
H 2.710 0.618 -3.006 0.011 1.066 -0.581
H 1.445 -0.582 -3.379 -0.107 -0.060 -0.494
H 3.074 -0.973 -2.921 1.827 -2.077 -0.330
H -0.171 -0.148 3.521 1.492 0.323 1.131
H -1.766 0.689 3.254 1.185 -1.255 -0.392
H -1.636 -1.081 3.513 -0.442 -0.951 0.109
H -3.005 0.032 1.517 0.848 -0.114 -2.135
H -2.097 1.267 0.791 0.772 2.502 0.168
H 0.647 -1.829 -1.232 -1.222 -2.525 -2.402

***

(6)
91
Properties=species:S:1:pos:R:3:forces:R:3 method="wB97M-V/def2-TZVPD" largest_force_ev_per_a=1.45 gap_ev=8.958 e_homo_ev=-11.502 total_charge=+1
C -1.512 -1.558 -4.272 -0.341 0.374 0.135
C -1.630 -0.111 -4.787 0.436 -0.528 0.408
C -0.389 0.702 -4.443 -0.436 0.289 0.062
C -0.386 1.116 -2.956 0.428 0.834 -0.840
C -0.857 2.591 -2.855 0.404 -0.464 0.473
C 0.981 1.038 -2.356 -0.036 -0.380 1.089
N 2.168 0.928 -3.060 -0.284 0.140 0.790
C 3.190 0.904 -2.204 0.035 0.017 -0.282
N 2.706 0.983 -0.971 -0.399 -0.121 -0.246
C 1.319 1.063 -1.022 -0.009 0.115 -1.288
C 0.445 1.131 0.168 0.497 -0.116 0.705
C 0.843 2.242 1.161 -0.487 0.336 0.244
O 0.815 1.800 2.514 0.629 -0.606 -0.558
C -0.447 1.626 3.037 -0.099 -0.408 0.214
C -1.016 0.251 3.043 0.272 -0.563 -0.220
O -1.026 2.549 3.490 -0.607 1.275 0.343
H -0.479 -1.814 -4.056 0.148 -0.208 -0.206
H -1.937 -2.245 -4.994 0.079 -0.261 -0.062
H -2.072 -1.688 -3.349 -0.067 -0.053 0.121
H -2.487 0.352 -4.303 -0.237 0.226 -0.258
H -1.774 -0.102 -5.860 -0.131 0.043 -0.168
H 0.503 0.147 -4.726 -0.009 -0.301 -0.081
H -0.415 1.607 -5.047 0.253 0.172 -0.048
H -1.060 0.483 -2.390 -0.027 -0.258 0.104
H -1.203 2.813 -1.849 -0.252 0.103 0.045
H 0.006 3.231 -3.018 0.004 0.231 -0.276
H -1.618 2.813 -3.590 -0.269 0.048 0.008
H 2.232 0.868 -4.063 0.121 0.008 -0.076
H 4.220 0.828 -2.505 0.236 0.010 0.197
H 3.257 0.988 -0.120 0.189 0.282 -0.006
H -0.596 1.236 -0.107 -0.155 -0.016 -0.312
H 0.526 0.187 0.704 0.022 -0.153 0.071
H 1.837 2.628 0.968 0.205 -0.124 0.061
H 0.154 3.082 1.078 -0.034 0.174 -0.160
H -1.809 0.169 3.771 -0.120 0.018 0.129
H -1.453 0.028 2.071 -0.112 0.065 -0.158
H -0.261 -0.510 3.209 0.160 -0.036 0.126
C -4.253 -1.794 5.109 0.076 -0.188 -0.140
O -3.817 -1.677 3.756 0.235 0.169 0.021
H -4.395 -0.796 5.514 0.003 0.039 -0.046
H -5.200 -2.333 5.150 -0.016 0.037 0.164
H -3.505 -2.318 5.709 -0.067 0.002 0.090
H -3.715 -2.575 3.425 -0.242 -0.052 -0.012
C 1.997 -3.612 -5.216 0.086 0.102 0.071
O 1.848 -2.312 -4.632 0.056 0.094 0.011
H 1.049 -3.873 -5.675 -0.033 0.033 0.007
H 2.775 -3.607 -5.982 -0.033 -0.043 -0.036
H 2.242 -4.354 -4.455 -0.033 -0.042 -0.030
H 2.688 -2.080 -4.229 0.039 -0.076 0.011
C -6.382 -4.759 4.285 -0.058 0.015 -0.240
O -5.267 -4.412 3.457 0.119 0.006 0.075
H -6.088 -4.601 5.319 0.066 -0.003 0.000
H -7.246 -4.130 4.062 -0.013 0.004 0.070
H -6.648 -5.810 4.148 -0.017 -0.006 0.081
H -5.524 -4.553 2.543 -0.034 0.011 -0.014
C 5.817 2.864 0.993 -0.111 0.141 0.200
O 4.398 2.670 1.119 -0.055 -0.223 -0.241
H 6.168 2.237 0.178 -0.043 -0.024 -0.023
H 6.034 3.908 0.760 0.064 -0.029 -0.057
H 6.324 2.577 1.914 0.086 -0.044 -0.051
H 4.091 3.225 1.841 -0.032 -0.037 0.055
C -10.247 -3.234 2.787 0.040 0.204 0.136
O -9.263 -2.652 3.638 -0.030 -0.115 -0.144
H -9.878 -4.209 2.478 0.027 -0.015 0.013
H -11.195 -3.365 3.313 -0.026 -0.053 -0.054
H -10.411 -2.620 1.897 -0.035 -0.060 -0.037
H -9.584 -1.790 3.916 0.067 0.018 0.092
C 7.536 -0.093 -3.088 0.038 -0.114 0.076
O 6.172 0.034 -2.639 -0.049 0.040 -0.056
H 7.865 0.889 -3.408 0.009 0.017 -0.028
H 8.179 -0.442 -2.280 -0.030 -0.004 0.020
H 7.596 -0.782 -3.930 0.037 0.030 -0.023
H 5.879 -0.837 -2.354 0.070 -0.034 0.030
C -6.771 0.374 4.349 -0.173 0.130 0.242
O -7.121 0.123 5.708 0.040 -0.104 -0.124
H -6.255 -0.503 3.972 0.007 -0.022 -0.021
H -7.664 0.548 3.743 0.064 0.029 -0.089
H -6.105 1.239 4.278 0.013 -0.024 -0.137
H -7.578 0.897 6.046 0.007 0.005 0.053
C 7.070 2.776 4.932 -0.083 -0.191 -0.033
O 7.142 1.634 4.078 -0.066 0.166 -0.029
H 7.905 3.424 4.683 0.027 -0.014 -0.024
H 6.136 3.324 4.779 0.029 0.059 0.038
H 7.146 2.486 5.981 0.018 0.070 0.021
H 6.407 1.057 4.302 0.043 -0.079 0.022
C 5.484 2.012 -5.802 0.069 -0.077 0.247
O 6.374 2.345 -4.745 -0.170 0.057 -0.098
H 5.840 2.504 -6.702 0.008 0.021 -0.010
H 5.464 0.931 -5.975 -0.031 0.017 -0.072
H 4.468 2.364 -5.589 -0.021 0.020 -0.093
H 6.056 1.907 -3.950 0.053 -0.024 0.035